Entry from OMol25: the molecule C17H17N3O5 at a distorted geometry (ωB97M-V/def2-TZVPD).

```
42
Properties=species:S:1:pos:R:3:mulliken_charge:R:1
N -1.87518 -1.80321 1.15611 -0.4258
C -1.78956 -0.94519 0.11681 0.5255
N -0.85081 -0.78353 -0.73764 -0.8245
O 0.35250 -1.50252 -0.75822 0.0759
C 0.53204 -2.78784 -0.49600 0.7982
O -0.31395 -3.56563 -0.11369 -0.7081
C 1.96560 -3.19294 -0.77153 -0.7436
C 2.98401 -2.06469 -0.63489 -0.4770
C 3.05587 -1.53209 0.80089 -0.6137
O 4.01807 -0.51396 0.94900 -0.3992
C 3.73639 0.75370 0.52497 0.3856
C 4.77341 1.67421 0.68643 -0.5346
C 4.60620 2.99074 0.31212 -0.3623
C 3.40262 3.41527 -0.22929 -0.6314
C 2.37463 2.50592 -0.38936 -0.5803
C 2.52957 1.17958 -0.01869 0.0942
C -2.88529 0.04210 -0.05233 0.4374
C -2.59650 1.32797 -0.51006 -0.5005
C -3.60185 2.26503 -0.67297 -0.6864
C -4.91465 1.93577 -0.38493 -0.4219
C -5.19982 0.65236 0.06139 -0.3205
N -6.56537 0.28974 0.36196 1.0156
O -7.42621 1.11286 0.14398 -0.6135
O -6.76284 -0.81559 0.81937 -0.6081
C -4.20079 -0.29745 0.22936 -0.3172
H -2.73267 -1.82862 1.68250 0.2207
H -1.35687 -2.67557 1.09138 0.2250
H 1.98674 -3.58262 -1.79281 0.3221
H 2.20042 -4.02036 -0.09898 0.3516
H 2.72990 -1.25059 -1.31400 0.3271
H 3.97139 -2.43809 -0.91234 0.3753
H 2.07161 -1.18676 1.13930 0.3508
H 3.39004 -2.32865 1.47336 0.3479
H 5.70208 1.32640 1.11097 0.4170
H 5.41867 3.69015 0.44270 0.3688
H 3.27081 4.44526 -0.52420 0.3843
H 1.43308 2.82382 -0.81332 0.3821
H 1.70489 0.50168 -0.16671 0.2557
H -1.57111 1.56998 -0.73656 0.6646
H -3.36265 3.25653 -1.02420 0.4009
H -5.71873 2.64626 -0.49969 0.4911
H -4.48571 -1.28944 0.54982 0.5511
```

Properties
**E_tot**: -1198.348148 a.u.
**2S+1**: 1
**Energy above the lowest of the compared OMol25 structures with the same formula, charge and spin**: 5.469 eV
**HOMO energy**: -0.314 Ha
**Orbital gap**: 0.28631 Eh
**SMILES**: N/C(=N\OC(=O)CCCOc1ccccc1)c1cccc([N+](=O)[O-])c1
**LUMO**: -0.75 eV
**Strongest force on any atom**: 1.4 eV/A
**Total charge**: 0

---

Entry from OMol25: a cluster of 3 separate species, C2H10NO4 in total at a distorted geometry (ωB97M-V/def2-TZVPD).

```
17
Properties=species:S:1:pos:R:3:mulliken_charge:R:1
O 1.44915 -0.20251 -1.51932 -0.4587
C 1.48649 0.56230 -0.60187 0.5100
O 2.42166 0.54797 0.34846 -0.4520
C 0.40612 1.58583 -0.29761 -0.4761
N -0.53806 1.07082 0.77582 -0.3107
H 3.27909 0.13128 0.18886 0.3792
H 0.92148 2.52909 -0.08942 0.3543
H -0.21820 1.55956 -1.22487 0.3431
H -0.19891 1.09806 1.74836 0.3725
H -1.39586 1.63846 0.77266 0.3886
H -0.87867 0.10687 0.59220 0.3195
H -1.97760 -1.58409 -1.67205 0.3278
H -3.37585 -1.24883 -1.48728 0.3347
O -2.54481 -0.79635 -1.74183 -0.6510
H 0.97959 -2.28335 0.86350 0.3259
H 0.11202 -2.40881 2.15003 0.3326
O 0.07235 -2.30629 1.19437 -0.6396
```

Properties
**E_tot**: -437.671321 a.u.
**2S+1**: 1
**Energy above the lowest of the compared OMol25 structures with the same formula, charge and spin**: 0.954 eV
**HOMO energy**: -0.551 Ha
**Orbital gap**: 0.41121 Eh
**LUMO**: -3.80 eV
**Strongest force on any atom**: 1.8 eV/A
**Total charge**: +1

---

Entry from OMol25: a cluster of 2 separate species, C5H14NOS in total (ωB97M-V/def2-TZVPD).

```
22
Properties=species:S:1:pos:R:3:mulliken_charge:R:1
C 0.54434 -1.32426 -0.01366 -0.6298
C 1.18028 -1.59815 -1.37273 -0.7906
S 0.76417 -3.26634 -1.98715 -0.6643
C 0.74954 0.09355 0.51747 -0.5442
N 0.28323 1.15703 -0.37083 -0.0176
C -1.10457 0.97139 -0.77171 -0.9462
C 0.46281 2.44476 0.26325 -1.0268
H 0.98294 -2.02312 0.70411 0.4017
H -0.51763 -1.56600 -0.08593 0.1639
H 0.85071 -0.84124 -2.09066 0.2039
H 2.26428 -1.46852 -1.28920 0.2615
H 1.81567 0.27182 0.68902 0.4432
H 0.24970 0.19333 1.50675 0.2422
H -1.78780 0.96148 0.09581 0.2831
H -1.19173 0.05659 -1.35317 0.2967
H -1.39333 1.80453 -1.41485 0.3858
H 1.51981 2.59204 0.49720 0.3000
H 0.14334 3.23424 -0.41928 0.3162
H -0.11184 2.53964 1.20296 0.3755
H -2.00748 -2.13785 1.60167 0.3607
H -1.52447 -0.71388 1.90807 0.2939
O -2.17197 -1.38105 2.18287 -0.7087
```

Properties
**E_tot**: -727.102254 a.u.
**2S+1**: 1
**Energy above the lowest of the compared OMol25 structures with the same formula, charge and spin**: 0.795 eV
**HOMO energy**: -0.088 Ha
**Orbital gap**: 0.21053 Eh
**LUMO**: 3.33 eV
**Strongest force on any atom**: 0.5 eV/A
**Total charge**: -1

---

Entry from OMol25: the molecule C5H8N2 at a distorted geometry (ωB97M-V/def2-TZVPD).

```
15
Properties=species:S:1:pos:R:3:mulliken_charge:R:1
C -0.87558 1.46408 0.06888 -1.3226
C -0.27472 0.09430 0.06353 1.5691
C -1.15527 -1.07149 0.49071 -1.4669
N 0.42544 -0.44864 -1.05927 -0.6797
C 1.13898 -0.24676 0.36430 -0.3609
C 2.41777 0.04346 -0.20790 -0.0825
N 3.38796 -0.20603 -0.78612 -0.4464
H -1.33119 1.66454 1.04351 0.3396
H -1.65600 1.50107 -0.69707 0.3305
H -0.12800 2.23574 -0.13410 0.3451
H -1.99928 -1.11525 -0.20640 0.3505
H -0.59099 -2.00124 0.34499 0.4104
H -1.49977 -1.00444 1.52004 0.3513
H 0.75478 0.34973 -1.62497 0.3242
H 1.25626 -1.00873 1.14453 0.3384
```

Properties
**E_tot**: -304.724893 a.u.
**2S+1**: 1
**Energy above the lowest of the compared OMol25 structures with the same formula, charge and spin**: 3.010 eV
**HOMO energy**: -0.356 Ha
**Orbital gap**: 0.38348 Eh
**SMILES**: CC1(C)N[C@H]1C#N
**LUMO**: 0.74 eV
**Strongest force on any atom**: 1.2 eV/A
**Total charge**: 0

---

Entry from OMol25: a structure of composition C3H9NS at a distorted geometry (ωB97M-V/def2-TZVPD).

```
14
Properties=species:S:1:pos:R:3:mulliken_charge:R:1
C 2.44235 -0.12685 0.16223 -0.7310
C -0.20554 0.57889 0.23702 -0.5665
C -1.51158 0.13306 -0.72821 -0.5686
H 2.48040 1.21597 -0.01969 0.2143
H 2.94899 -0.77254 1.38195 0.2274
H 3.52505 -0.50953 -0.89792 0.2307
H -0.46513 0.55972 1.25078 0.3154
H 0.38294 1.43369 -0.26482 0.3808
H -2.07474 1.05863 -1.01573 0.2869
H -1.25581 -0.37445 -1.74521 0.3441
H -2.60495 -0.16126 1.18550 0.2407
H -1.97939 -1.56823 0.53304 0.2730
N -2.44388 -0.70076 0.27666 -0.6389
S 0.76129 -0.76635 -0.35558 -0.0084
```

Properties
**E_tot**: -572.426389 a.u.
**2S+1**: 1
**Energy above the lowest of the compared OMol25 structures with the same formula, charge and spin**: 5.815 eV
**HOMO energy**: -0.314 Ha
**Orbital gap**: 0.33552 Eh
**LUMO**: 0.59 eV
**Strongest force on any atom**: 5.9 eV/A
**Total charge**: 0

---

Entry from OMol25: a cluster of 2 separate species, H5N3S in total at a distorted geometry (ωB97M-V/def2-TZVPD).

```
9
Properties=species:S:1:pos:R:3:mulliken_charge:R:1
H 0.13062 -3.32538 0.33651 0.2007
N 0.45162 -3.69120 1.21012 -0.2074
N 1.00122 -3.00685 2.02222 -0.1812
H 1.36192 -2.02760 1.76070 0.1894
N -0.67923 2.35731 -0.91476 -0.5003
S -0.57037 1.09817 0.22779 -0.1484
H -0.32615 3.23434 -0.63885 0.2408
H -0.25237 2.00953 -1.77407 0.2659
H -1.72577 0.27991 -0.13435 0.1407
```

Properties
**E_tot**: -565.336531 a.u.
**2S+1**: 1
**Energy above the lowest of the compared OMol25 structures with the same formula, charge and spin**: 1.539 eV
**HOMO energy**: -0.326 Ha
**Orbital gap**: 0.34819 Eh
**SMILES**: [H]/N=N\[H].NS
**LUMO**: 0.62 eV
**Strongest force on any atom**: 3.5 eV/A
**Total charge**: 0